[1]
Here is 7 unconnected molecules or ions with the total composition C28H47N3O8S4 from OMol25. Energies are from ωB97M-V/def2-TZVPD.

Structure (XYZ):
```
90
Properties=species:S:1:pos:R:3:mulliken_charge:R:1
O -2.798 -0.284 -7.447 -0.66
S -1.981 -1.135 -6.568 1.04
O -1.998 -2.588 -6.738 -0.63
C -0.183 -0.602 -6.478 -0.79
C 0.240 -0.849 -5.006 -0.95
C -0.928 -0.563 -4.088 0.37
C -2.329 -0.714 -4.797 -0.68
H -0.043 0.473 -6.587 0.35
H 0.432 -0.838 -7.347 0.49
H 0.326 -1.928 -4.878 0.33
H 1.166 -0.306 -4.819 0.40
H -0.799 0.489 -3.836 -0.22
H -0.756 -0.924 -3.074 0.21
H -2.736 0.297 -4.812 0.26
H -3.070 -1.351 -4.315 0.49
O -1.186 3.515 -2.584 -0.68
S -2.422 2.985 -1.951 1.05
O -2.880 1.640 -2.266 -0.63
C -2.311 3.188 -0.114 -0.08
C -3.488 4.035 0.370 -0.62
C -3.843 4.937 -0.841 -0.72
C -3.821 4.174 -2.173 -0.84
H -1.371 3.668 0.157 -0.17
H -2.298 2.181 0.303 0.49
H -4.337 3.377 0.562 0.30
H -3.204 4.593 1.262 0.33
H -3.194 5.779 -1.080 0.28
H -4.844 5.358 -0.742 0.45
H -3.844 4.675 -3.140 0.50
H -4.660 3.479 -2.220 0.31
O 0.004 5.122 1.553 -0.67
S 1.327 4.507 1.662 1.04
O 1.982 4.097 0.427 -0.67
C 2.462 5.409 2.846 -0.68
C 2.353 4.536 4.167 -0.84
C 2.141 3.039 3.719 -0.52
C 1.027 3.017 2.648 -0.41
H 2.280 6.476 2.977 0.43
H 3.465 5.176 2.490 0.35
H 3.142 4.650 4.910 0.42
H 1.500 4.863 4.762 0.34
H 1.952 2.471 4.630 0.41
H 3.063 2.590 3.350 0.21
H 0.142 3.260 3.237 0.33
H 0.874 2.144 2.014 0.21
O 1.554 -5.175 5.179 -0.68
S 1.224 -4.160 4.215 1.05
O 1.555 -2.738 4.500 -0.57
C 2.060 -4.649 2.582 -0.13
C 0.946 -4.703 1.490 -1.02
C -0.262 -3.965 2.063 0.09
C -0.462 -4.412 3.518 -0.81
H 2.556 -5.617 2.659 0.39
H 2.821 -3.955 2.225 -0.09
H 1.352 -4.238 0.592 0.38
H 0.685 -5.729 1.229 0.44
H -1.140 -4.104 1.432 0.06
H -0.026 -2.907 1.946 0.09
H -0.506 -5.501 3.544 0.34
H -1.209 -3.964 4.173 0.45
C 0.296 -0.499 -0.379 0.74
C 1.460 -0.715 0.319 -0.17
C 2.309 0.420 0.051 -1.10
N 1.675 1.316 -0.701 0.30
C 0.434 0.768 -0.942 -1.44
H -0.590 -1.097 -0.536 0.12
H 1.863 -1.581 0.823 0.40
H 3.291 0.679 0.418 0.44
H 2.045 2.241 -0.866 0.26
H -0.266 1.273 -1.592 0.48
C 4.545 -0.846 2.598 0.03
C 5.312 -1.135 1.471 -0.52
C 5.845 -2.436 1.599 -0.75
N 5.354 -2.915 2.781 0.05
C 4.600 -1.951 3.420 -0.90
H 3.911 0.018 2.733 0.54
H 5.503 -0.432 0.674 0.43
H 6.486 -2.935 0.887 0.40
H 5.527 -3.837 3.156 0.24
H 4.066 -2.248 4.310 0.49
C -2.813 -2.810 -0.759 -0.04
C -3.850 -3.741 -0.739 -0.64
C -4.946 -3.207 -1.379 -0.78
N -4.605 -1.864 -1.690 0.09
C -3.358 -1.644 -1.287 -0.72
H -1.796 -2.944 -0.419 0.32
H -3.800 -4.762 -0.389 0.40
H -5.948 -3.576 -1.544 0.39
H -5.248 -1.210 -2.112 0.24
H -3.006 -0.629 -1.399 0.79
```

Output
Frontier orbital gap: 8.23 eV
Structure (SMILES): O=S1(=O)CCCC1.O=S1(=O)CCCC1.O=S1(=O)CCCC1.O=S1(=O)CCCC1.c1cc[nH]c1.c1cc[nH]c1.c1cc[nH]c1
HOMO: -0.2905 hartree

=====

[2]
Here is a molecular structure, C14H22N4OPrS3Sb from OMol25. Energies are from ωB97M-V/def2-TZVPD.

Structure (XYZ):
```
46
Properties=species:S:1:pos:R:3:mulliken_charge:R:1
Pr -1.515 -0.526 -0.603 1.20
C 3.026 -0.081 0.044 -1.41
C 1.982 -1.027 -0.484 0.97
O 0.950 -0.728 -1.126 -0.72
N 2.211 -2.290 -0.034 -0.14
C 1.464 -3.349 -0.741 -0.77
C 0.195 -3.826 0.002 0.91
C -0.009 -5.168 -0.161 -0.79
C -1.257 -5.644 0.369 -0.38
C -2.089 -4.775 1.009 -0.77
C -1.750 -3.449 1.177 0.02
N -0.613 -2.959 0.626 -0.17
H 2.911 -0.123 1.154 0.40
H 2.968 0.955 -0.341 0.21
H 4.077 -0.447 -0.128 0.46
H 3.129 -2.579 0.370 0.33
H 2.120 -4.275 -0.874 0.40
H 1.209 -3.013 -1.700 0.28
H 0.719 -5.892 -0.491 0.33
H -1.377 -6.706 0.374 0.44
H -3.024 -5.231 1.317 0.40
H -2.425 -2.728 1.708 0.27
S -3.209 1.192 -1.734 -0.28
Sb -4.587 -0.644 -0.722 0.43
S -3.192 -0.534 1.487 -0.47
S -3.208 -2.444 -1.731 -0.33
C -1.476 3.137 0.214 -0.32
C -0.839 4.609 0.229 -0.70
N 0.699 4.497 0.092 -0.17
C 1.110 3.622 1.164 -0.71
C 0.429 2.195 1.154 -0.28
N -0.452 2.149 -0.045 0.38
C 0.291 2.486 -1.325 -0.26
C 0.990 3.811 -1.179 -0.91
H -2.278 3.099 -0.570 0.07
H -2.078 2.995 1.177 0.33
H -1.101 5.165 1.182 0.24
H -1.336 5.124 -0.556 0.34
H 0.977 4.178 2.121 0.29
H 2.219 3.485 1.157 0.34
H -0.247 2.106 2.031 0.44
H 1.178 1.399 1.214 -0.18
H -0.532 2.413 -2.088 0.52
H 1.004 1.655 -1.485 0.06
H 0.659 4.509 -2.009 0.28
H 2.073 3.657 -1.249 0.40
```

Output
Charge: +1
2S+1: 4
Energy relative to the best compared isomer or geometry (same formula, charge and spin): 2.166 eV
Frontier orbital gap (alpha / beta): 8.03 / 4.67 eV
Expectation value of S²: 3.771
HOMO (alpha / beta): -0.4067 / -0.4062 hartree

=====

[3]
Here is 2 unconnected molecules or ions with the total composition C11H24BBrFO3P from OMol25. Energies are from ωB97M-V/def2-TZVPD.

Structure (XYZ):
```
42
Properties=species:S:1:pos:R:3:mulliken_charge:R:1
C 3.297 -0.047 -2.260 -0.66
C 2.233 -1.313 -2.478 0.49
O 2.667 -2.603 -2.534 -0.57
O 0.778 -1.119 -2.570 -0.02
C 0.399 -0.297 -3.737 -0.50
B -1.170 0.213 -3.429 0.38
C -2.349 -0.925 -3.571 -0.50
C -3.061 -1.360 -2.153 -0.25
F -2.121 -1.537 -1.021 -0.28
P -1.406 2.054 -2.957 0.03
O -3.008 2.209 -2.268 -0.52
Br 0.066 2.680 -1.302 -0.21
H 4.185 -0.213 -3.031 0.31
H 3.761 -0.151 -1.186 0.26
H 2.729 0.966 -2.443 0.20
H 0.302 -0.954 -4.728 0.21
H 1.125 0.609 -3.929 0.27
H -3.178 -0.548 -4.315 0.30
H -1.866 -1.922 -4.012 0.24
H -3.918 -0.616 -1.851 0.24
H -3.591 -2.407 -2.351 0.28
H -3.518 2.778 -2.946 0.33
C -0.902 -0.508 5.000 -1.19
C 0.504 -0.076 4.620 -0.38
C 0.532 1.174 3.736 -0.80
C -0.152 1.023 2.371 -0.62
C 0.397 -0.100 1.488 0.07
C 1.856 0.097 1.107 -0.92
H -1.494 -0.780 4.121 0.28
H -0.862 -1.384 5.656 0.38
H -1.424 0.292 5.536 0.29
H 1.025 -0.905 4.129 0.26
H 1.065 0.136 5.539 0.38
H 1.575 1.478 3.590 0.29
H 0.051 2.000 4.274 0.43
H -0.061 1.976 1.833 0.20
H -1.226 0.864 2.516 0.33
H -0.200 -0.142 0.569 -0.07
H 0.272 -1.071 1.978 0.34
H 1.994 1.042 0.571 0.19
H 2.187 -0.715 0.452 0.19
H 2.506 0.099 1.986 0.34
```

Output
Frontier orbital gap: 7.89 eV
Structure (SMILES): CC(=O)OCB(CCF)P(O)Br.CCCCCC
HOMO: -0.3379 hartree

=====

[4]
Here is 2 unconnected molecules or ions with the total composition C4H12N2 from OMol25. Energies are from ωB97M-V/def2-TZVPD.

Structure (XYZ):
```
18
Properties=species:S:1:pos:R:3:mulliken_charge:R:1
C 2.061 -1.965 -1.337 -0.22
N 1.263 -1.490 -2.198 -0.40
C 1.709 -0.390 -3.086 -0.68
H 3.107 -1.417 -1.032 0.19
H 1.929 -2.957 -0.913 0.29
H 2.136 -0.813 -4.035 0.26
H 2.257 0.437 -2.614 0.34
H 0.710 0.123 -3.333 0.22
C -1.772 1.643 1.123 -1.06
C -1.496 0.309 1.712 -0.24
N -0.842 0.572 3.002 -0.66
H -1.924 1.446 -0.008 0.26
H -2.599 2.229 1.469 0.33
H -0.896 2.297 1.327 0.31
H -2.524 -0.274 1.735 0.19
H -0.843 -0.205 1.102 0.35
H -0.640 -0.385 3.426 0.25
H -1.636 0.840 3.659 0.25
```

Output
Energy relative to the best compared isomer or geometry (same formula, charge and spin): 2.501 eV
Frontier orbital gap: 10.57 eV
Structure (SMILES): C=NC.CCN
HOMO: -0.3513 hartree

=====

[5]
Here is C4H7NS in the gas phase from OMol25. Energies are from ωB97M-V/def2-TZVPD.

Structure (XYZ):
```
13
Properties=species:S:1:pos:R:3:mulliken_charge:R:1
C 1.166 1.221 0.032 -0.95
C 1.156 -0.200 -0.236 0.40
S 2.487 -1.050 -0.081 -0.28
N 0.042 -1.003 -0.283 -0.23
C -1.261 -0.521 -0.705 -0.30
C -1.023 -0.779 0.719 -0.41
H 1.583 1.801 -0.845 0.27
H 1.483 1.578 0.976 0.35
H 0.129 1.549 0.171 0.28
H -2.056 -1.266 -1.177 0.20
H -1.338 0.436 -1.264 0.22
H -1.490 -1.727 1.283 0.19
H -0.878 -0.039 1.410 0.26
```

Output
Energy relative to the best compared isomer or geometry (same formula, charge and spin): 3.374 eV
Frontier orbital gap: 8.29 eV
Structure (SMILES): CC(=S)N1CC1
HOMO: -0.3042 hartree

=====

[6]
Here is a molecular structure, C5H8O from OMol25. Energies are from ωB97M-V/def2-TZVPD.

Structure (XYZ):
```
14
Properties=species:S:1:pos:R:3:mulliken_charge:R:1
O -1.783 0.194 0.611 -0.72
C -0.977 0.087 -0.411 0.58
C 0.320 0.906 -0.444 -0.77
C 1.393 0.246 0.138 -0.30
C 1.025 -1.059 0.413 -0.29
C -0.214 -1.397 -0.252 -0.66
H -1.161 1.693 1.064 -0.15
H -1.456 0.146 -1.416 0.23
H -0.594 2.236 0.983 0.17
H 0.429 1.791 -1.070 0.49
H 2.357 0.694 0.357 0.41
H 1.567 -1.726 1.080 0.38
H -0.054 -1.679 -1.297 0.28
H -0.853 -2.131 0.244 0.34
```

Output
Energy relative to the best compared isomer or geometry (same formula, charge and spin): 5.193 eV
Frontier orbital gap (alpha / beta): 7.03 / 7.08 eV
HOMO (alpha / beta): -0.3064 / -0.3075 hartree